(1)
Here is a molecular structure, C24H33BN17S3W from the OMol25 dataset. Energies are from wB97M-V/def2-TZVPD.

Summary:
Multiplicity: 2
HOMO level (alpha / beta) in eV: -14.1 / -14.1
Total charge: +2
LUMO (alpha / beta) in eV: -8.5 / -8.2
Expectation value of S²: 0.757
E in eV: -85749.591

```
79
Properties=species:S:1:pos:R:3:forces:R:3
W -0.816 0.042 -0.159 -0.0289 0.1991 -0.2301
C -1.364 -2.209 2.729 -0.0554 -0.0691 -0.0740
C -0.304 -2.519 1.730 -0.0062 -0.1175 0.0758
C 0.558 -3.600 1.771 -0.0184 0.0460 0.0309
C 1.327 -3.509 0.626 0.0480 0.0307 0.0185
N 0.950 -2.447 -0.080 -0.0975 -0.0594 0.0258
N -0.056 -1.800 0.599 0.1520 -0.1763 0.0509
B 1.344 -1.914 -1.493 0.0081 -0.0916 -0.0519
N 0.000 -1.851 -2.277 -0.0727 -0.0592 -0.0365
C -0.344 -2.459 -3.408 0.0801 0.0118 0.0160
C -1.682 -2.200 -3.673 -0.0383 0.0140 0.0269
C -2.127 -1.399 -2.640 -0.0842 -0.0049 -0.1119
C -3.481 -0.808 -2.460 0.0187 -0.0049 -0.0002
N -1.088 -1.189 -1.783 0.0936 0.0093 0.0602
N 1.868 -0.464 -1.247 0.0869 0.0874 -0.1254
C 3.053 0.050 -1.557 -0.0413 -0.0252 0.0255
C 3.131 1.348 -1.072 0.0035 -0.0097 0.0102
C 1.925 1.605 -0.459 0.0691 0.0610 -0.0496
C 1.496 2.901 0.131 -0.0066 -0.0255 -0.0219
N 1.155 0.475 -0.536 0.0812 -0.0373 0.0547
N 2.327 -2.712 -2.284 -0.0203 0.0657 0.1255
C 2.896 -3.952 -2.223 -0.0382 -0.0397 0.0459
C 3.606 -4.148 -3.369 -0.0040 0.0276 -0.1156
C 3.419 -2.966 -4.130 -0.0291 -0.0867 0.1671
C 3.963 -2.643 -5.480 0.0034 0.0293 -0.0324
N 2.648 -2.117 -3.477 0.0994 0.0510 -0.1069
H -1.756 -3.148 3.118 0.0117 0.0054 0.0082
H -0.963 -1.659 3.582 -0.0467 0.0102 -0.0277
H -2.193 -1.661 2.291 -0.0177 0.0151 0.0202
H 0.606 -4.360 2.532 -0.0056 0.0082 -0.0177
H 2.129 -4.143 0.299 0.0060 0.0026 -0.0102
H 0.387 -3.025 -3.962 -0.0235 0.0023 0.0032
H -2.259 -2.547 -4.513 0.0112 0.0111 0.0139
H -4.159 -1.233 -3.196 0.0123 -0.0001 -0.0037
H -3.893 -1.014 -1.473 -0.0025 0.0037 0.0209
H -3.458 0.271 -2.630 -0.0003 -0.0073 0.0084
H 3.767 -0.537 -2.109 -0.0093 0.0016 -0.0050
H 3.955 2.032 -1.178 -0.0218 -0.0141 0.0011
H 2.307 3.616 0.013 -0.0017 -0.0114 -0.0067
H 0.622 3.302 -0.382 -0.0526 -0.0042 -0.0249
H 1.261 2.833 1.192 0.0092 0.0158 -0.0278
H 2.768 -4.631 -1.400 -0.0202 0.0171 -0.0079
H 4.180 -5.020 -3.634 -0.0151 0.0370 0.0035
H 4.668 -3.405 -5.803 0.0035 0.0014 -0.0005
H 3.161 -2.586 -6.216 0.0099 -0.0032 -0.0066
H 4.472 -1.680 -5.472 -0.0037 -0.0058 -0.0079
C 1.359 1.180 4.193 0.0089 0.0745 -0.0509
C 1.028 0.337 2.963 0.0436 -0.0014 0.0513
S -0.412 0.971 2.060 -0.0974 -0.0385 0.1869
C -1.785 1.144 3.249 -0.1421 -0.0049 -0.0500
C -2.498 2.513 3.146 0.1312 -0.0696 -0.0255
S -1.573 3.839 2.341 -0.0663 0.0837 0.0639
C -0.747 4.604 3.762 0.0432 -0.0969 0.0398
C 0.065 3.678 4.665 -0.0056 0.0485 -0.0530
S 1.531 2.956 3.856 -0.0528 -0.0805 0.0328
H 2.314 0.819 4.576 0.0173 -0.0071 -0.0001
H 0.636 1.027 4.993 0.0075 0.0147 0.0042
H 0.867 -0.711 3.222 0.0304 0.0712 -0.0243
H 1.827 0.387 2.222 0.0232 0.0294 -0.0101
H -1.349 0.972 4.232 0.1016 0.0572 -0.0573
H -2.483 0.336 3.051 -0.0054 -0.0083 0.0771
H -2.774 2.845 4.147 -0.0277 -0.0663 0.0201
H -3.435 2.388 2.604 0.0363 0.0284 -0.0842
H -1.499 5.115 4.366 -0.0107 -0.0034 0.0000
H -0.111 5.376 3.326 0.0102 0.0006 0.0045
H -0.548 2.869 5.062 -0.0117 0.0398 0.0051
H 0.412 4.256 5.521 0.0173 0.0035 0.0029
N -3.152 2.698 -1.103 -0.0515 0.0220 0.0029
C -1.972 2.553 -1.780 0.2280 0.1083 -0.1361
N -1.635 3.268 -2.814 -0.1464 0.0108 0.0781
N -0.460 2.746 -3.233 0.1042 -0.2188 0.0820
N -0.080 1.780 -2.503 0.0306 0.2181 0.0112
N -1.012 1.612 -1.493 -0.0644 -0.0455 -0.0546
C -3.537 1.715 -0.261 0.0972 -0.1212 0.0300
N -4.712 1.421 0.251 -0.0932 0.1937 -0.0610
N -4.527 0.289 0.947 0.1037 -0.1235 0.0467
N -3.298 -0.095 0.896 -0.1381 -0.0173 0.0873
N -2.633 0.804 0.136 -0.1595 0.0089 0.0565
H -3.813 3.389 -1.437 -0.0075 -0.0210 0.0135
```
Forces are in eV/Å.


(2)
Here is 3 unconnected molecules or ions with the total composition C24H33Cl2F9N2O11P2 at a distorted geometry from the OMol25 dataset. Energies are from wB97M-V/def2-TZVPD.

Summary:
SMILES: COCCCN(P(N)O)[C@](C(=O)C(F)(F)C(F)(F)C(F)(F)C(=O)O)([C@@H](Cl)OCCCC(F)=C(F)F)P(O)Cl.O=C1CCCO1.O=C1CCCO1
HOMO level in eV: -9.1
LUMO in eV: -1.6
E in eV: -118992.539

```
83
Properties=species:S:1:pos:R:3:forces:R:3
C -7.369 3.898 -3.023 -0.2144 0.8609 0.0514
O -6.472 2.760 -2.648 -0.1696 1.5395 -1.6241
C -5.550 2.463 -3.737 -0.6460 -0.8952 -1.7253
C -4.085 3.131 -3.713 0.8916 -0.3307 -0.1284
C -3.730 4.138 -2.451 -1.3345 2.2541 -1.8480
N -2.559 3.772 -1.625 -1.1273 -0.4446 -0.6235
P -0.973 3.896 -2.343 2.0987 0.2815 0.6244
N -0.931 3.686 -4.119 -1.6088 1.0152 1.2275
O -0.501 5.597 -2.127 0.2111 -2.4382 -1.0843
C -2.730 2.851 -0.478 2.6637 -0.8342 1.1126
C -1.426 3.063 0.488 0.4486 6.9333 1.4712
O -1.262 4.349 0.920 -0.6344 -8.4569 -2.4449
C -0.339 2.017 1.079 0.3735 -0.7274 2.9874
F -0.718 0.596 1.135 1.0060 4.1941 -0.4263
F -0.164 2.430 2.526 -0.3668 -1.3624 -4.2452
C 1.168 2.100 0.429 0.1931 1.3669 -2.4639
F 1.080 1.722 -1.031 0.4938 0.8399 4.6299
F 1.705 3.511 0.414 -1.7690 -4.8372 0.3702
C 2.285 1.102 1.077 2.1840 -2.1323 1.1518
F 2.030 -0.364 0.814 0.1967 4.4446 0.6442
F 2.492 1.218 2.537 -1.2166 -0.1776 -4.7680
C 3.797 1.363 0.407 5.6201 2.9410 2.7083
O 4.698 2.025 1.187 -6.3910 -4.6041 -5.7123
O 4.213 0.878 -0.918 -2.8138 0.1182 3.6059
C -3.065 1.271 -0.870 -2.7957 0.3530 -0.6105
Cl -1.740 0.461 -1.903 -0.9994 0.7550 0.9808
O -3.539 0.461 0.264 0.3429 0.8500 -2.4671
C -4.544 -0.533 -0.115 -1.2192 -1.7796 0.6336
C -3.965 -1.945 -0.711 -0.0724 -0.9982 0.0041
C -2.499 -2.401 -0.137 0.4259 -1.8097 0.1321
C -1.657 -3.193 -1.333 2.8379 0.9042 -0.7033
F -2.259 -4.482 -1.807 1.8467 4.2722 1.0507
C -0.371 -2.731 -1.921 -2.2023 -1.8642 0.0051
F 0.560 -1.735 -1.332 -3.3403 -3.3478 -2.4044
F 0.079 -3.349 -3.224 -0.8871 2.2965 4.6778
P -4.211 3.317 0.714 -1.2245 -0.5118 1.7451
O -3.774 2.820 2.345 0.4679 2.5179 -2.1055
Cl -4.362 5.454 0.814 0.7446 -1.4443 0.0177
H -8.068 3.648 -3.937 1.4052 0.1528 1.8177
H -8.035 4.198 -2.096 1.4991 -0.9216 -1.8320
H -6.761 4.864 -3.334 -0.9666 -1.9812 0.6803
H -5.414 1.283 -3.818 -0.4388 2.4635 0.4570
H -6.091 2.782 -4.752 1.2128 -0.7278 2.0539
H -3.273 2.261 -3.697 -1.8213 1.7894 0.0035
H -3.921 3.689 -4.754 -0.3486 -1.0683 2.3883
H -4.708 4.471 -1.851 2.2246 -1.1659 -1.0920
H -3.422 5.156 -3.005 -0.5939 -2.0982 1.4316
H -1.255 2.734 -4.413 0.3611 1.2613 0.4688
H -1.476 4.436 -4.608 0.5929 -1.0314 0.2736
H 0.506 5.573 -2.187 -1.8887 -0.0080 0.1214
H 3.552 0.191 -1.275 0.9808 1.4794 0.9178
H -4.008 1.347 -1.600 2.1751 -0.0640 1.3515
H -5.377 -0.163 -0.851 1.7630 -0.1696 1.2745
H -5.119 -0.817 0.893 1.5060 0.8949 -2.1047
H -3.931 -2.015 -1.883 -0.0953 0.5342 2.2820
H -4.732 -2.791 -0.363 1.5852 1.9502 -0.8602
H -1.864 -1.549 0.351 -1.1289 -1.5440 -1.4049
H -2.654 -3.219 0.718 0.3359 1.7971 -1.8814
H -3.396 3.608 2.844 -0.3759 -1.2960 -0.8180
O 6.909 -3.734 4.053 -0.7629 1.6536 0.3651
C 6.441 -2.610 3.966 0.5114 -1.8498 0.2329
O 5.877 -1.929 5.007 0.5448 -0.8364 -0.3260
C 5.340 -0.698 4.524 -0.4270 0.6617 0.2123
C 6.082 -0.416 3.244 0.0640 0.8044 -0.5213
C 6.357 -1.798 2.709 0.2858 0.4206 -0.1943
H 4.265 -0.826 4.362 0.0700 -0.0023 0.0285
H 5.495 0.089 5.268 -0.0631 -0.3187 0.0314
H 5.520 0.217 2.551 0.1114 -0.0322 0.2325
H 7.030 0.087 3.468 -0.1802 -0.0421 -0.0364
H 5.531 -2.171 2.098 0.1168 -0.1087 -0.0144
H 7.297 -1.834 2.154 -0.2633 -0.3425 -0.0123
O 2.864 -8.365 1.815 1.0039 1.6738 0.5725
C 3.691 -7.482 1.967 -1.6162 -1.4685 -0.4869
O 3.444 -6.297 2.598 -0.3011 -0.8158 -0.2277
C 4.598 -5.463 2.497 0.2368 0.7209 0.3241
C 5.747 -6.403 2.244 0.9466 0.1058 0.0986
C 5.100 -7.512 1.455 0.4971 -0.0650 0.1871
H 4.448 -4.758 1.672 -0.0216 -0.0411 -0.0086
H 4.728 -4.899 3.425 -0.2195 -0.1549 -0.1754
H 6.585 -5.929 1.726 -0.1382 0.0177 0.1732
H 6.119 -6.799 3.197 -0.0355 0.1704 -0.1488
H 5.095 -7.299 0.382 -0.0620 -0.1736 0.0383
H 5.572 -8.476 1.656 -0.2952 0.0343 -0.3204
```
Forces are in eV/Å.


(3)
Here is 4 unconnected molecules or ions with the total composition C24H33Cl3F3N2O12P2S2 at a distorted geometry from the OMol25 dataset. Energies are from wB97M-V/def2-TZVPD.

Summary:
HOMO level in eV: -3.9
Total charge: -1
LUMO in eV: 1.4
E in eV: -138940.528

```
81
Properties=species:S:1:pos:R:3:forces:R:3
C -7.835 -0.474 -1.403 0.4367 -0.3258 -0.4375
C -6.376 0.059 -1.386 -0.4773 0.2072 -0.1610
C -5.521 -0.901 -0.582 0.1687 -0.0418 1.5473
O -5.715 -1.008 0.612 -0.1438 -0.1352 -0.8860
O -4.580 -1.689 -1.169 -0.1522 0.5611 -0.0656
C -3.545 -0.892 -1.831 0.0405 0.1331 -0.2788
C -2.825 0.048 -0.881 -0.2597 0.0787 -0.1449
P -1.168 0.710 -1.647 -0.7890 -1.5390 0.9724
C -0.278 -0.948 -1.180 0.4247 0.7049 1.3629
C 0.248 -0.838 0.274 0.3115 -0.3126 -0.2881
C 0.860 -2.198 0.665 -1.2283 0.8738 -0.0516
S 1.577 -2.209 2.350 0.2384 0.0868 0.1966
C 0.114 -2.518 3.331 -0.7189 -0.3178 -0.0588
S -0.620 -3.964 3.393 0.0896 0.0230 -0.2152
N -0.431 -1.436 4.064 2.2803 -1.7747 -1.5264
C 0.342 -0.408 4.552 -1.7160 1.1113 0.4222
C -0.602 0.379 5.147 0.9362 0.4386 0.5218
N -1.857 -0.152 5.054 -0.8918 0.3956 0.1368
C -1.739 -1.256 4.381 0.2889 0.4923 0.4690
C -2.104 2.327 -2.157 -0.5867 0.6022 -0.7623
Cl -3.188 2.158 -3.574 0.3888 -0.2079 0.4518
C -2.046 3.531 -1.607 0.0091 0.1661 0.3591
C -1.140 3.840 -0.440 0.0842 -0.1085 0.0972
Cl -3.014 4.904 -2.182 0.2917 -0.2314 0.2001
P 0.738 1.341 -2.773 -0.0860 -1.2910 -1.4048
O 0.210 2.618 -3.762 0.5556 0.3571 0.8148
Cl 2.195 2.000 -1.399 -0.4818 0.6978 0.0869
H -8.382 -0.092 -2.269 0.0437 0.1320 0.1638
H -7.813 -1.563 -1.506 -0.1875 0.0866 0.1004
H -8.361 -0.205 -0.489 0.0662 -0.1182 -0.0368
H -6.011 0.267 -2.393 0.0451 -0.2872 0.0858
H -6.418 1.018 -0.864 0.3935 -0.0994 0.0263
H -2.826 -1.596 -2.258 -0.2771 -0.2016 0.1208
H -4.027 -0.383 -2.670 0.2640 0.1381 0.0816
H -3.460 0.911 -0.644 0.0408 -0.1379 0.0911
H -2.627 -0.498 0.049 0.0602 0.1219 -0.0678
H -1.572 0.068 -2.907 0.4773 0.5586 -0.4507
H -0.712 1.233 -0.386 -0.3482 0.5464 -0.0441
H 0.608 -1.123 -1.793 -0.3599 -0.2878 -0.3114
H -0.973 -1.795 -1.164 0.0603 0.0603 -0.5747
H -0.554 -0.559 0.970 0.0481 -0.1118 -0.0367
H 1.012 -0.057 0.351 -0.0542 -0.0637 -0.0357
H 0.037 -2.918 0.636 0.4418 -0.3345 0.0086
H 1.623 -2.429 -0.077 0.1817 -0.3126 0.3916
H 1.400 -0.260 4.474 -0.0009 -0.3843 -0.3787
H -0.387 1.307 5.657 -0.2811 -0.0174 0.0284
H -2.504 -1.950 4.079 -0.0138 0.0428 0.0087
H -1.266 4.853 -0.057 -0.0336 -0.0300 -0.2357
H -0.097 3.684 -0.733 -0.0695 0.1485 0.0490
H -1.327 3.149 0.386 -0.0543 0.0711 -0.0838
H -0.207 2.187 -4.517 0.1150 0.0238 -0.0819
C 2.175 -0.683 8.783 0.1001 0.3926 0.2651
C 2.213 -2.189 8.725 -0.5073 -0.0887 -0.0872
O 2.122 -2.446 7.339 0.4474 0.2231 0.1902
C 2.678 -1.372 6.705 -0.0613 0.0669 -0.3390
O 3.003 -1.360 5.568 0.1475 -0.0785 0.0388
O 2.809 -0.321 7.555 -0.0747 -0.3102 0.0863
F 1.143 -2.740 9.349 0.0778 -0.0746 0.0101
H 1.154 -0.298 8.794 -0.0680 -0.2056 -0.0272
H 2.715 -0.278 9.636 0.1543 0.0697 -0.1596
H 3.130 -2.634 9.119 -0.0883 -0.0931 0.0771
C 3.275 4.489 -4.248 -0.0612 0.3603 0.3463
C 3.884 3.197 -4.726 -0.4716 -0.2710 0.2018
O 3.493 3.158 -6.091 0.3689 0.4129 0.0637
C 3.368 4.453 -6.497 -0.1926 0.0985 -0.1665
O 3.315 4.798 -7.630 -0.0306 -0.0070 -0.0522
O 3.321 5.294 -5.436 0.1135 -0.2989 -0.0593
F 3.356 2.142 -4.079 0.3153 -0.1565 -0.3546
H 2.239 4.360 -3.931 0.0192 -0.2430 -0.0745
H 3.840 4.949 -3.441 0.0673 0.1537 -0.1676
H 4.975 3.156 -4.660 -0.0132 -0.1057 0.0105
C 4.243 -4.036 -3.304 -0.2084 -0.4308 -0.0153
C 5.440 -3.268 -2.804 0.0691 0.2968 -0.3794
O 4.920 -1.970 -2.613 -0.1258 -0.4321 0.2692
C 3.589 -2.122 -2.322 -0.3317 0.3111 -0.0370
O 2.904 -1.285 -1.853 0.2089 -0.0224 0.0421
O 3.166 -3.376 -2.641 0.3538 0.0796 0.0002
F 6.426 -3.216 -3.738 0.0621 0.0003 0.0830
H 4.118 -3.944 -4.384 0.1747 0.1234 -0.0017
H 4.277 -5.091 -3.039 -0.1635 0.0515 0.1384
H 5.853 -3.637 -1.863 0.1469 -0.0097 -0.0778
```
Forces are in eV/Å.


Look up the E of the second one. -118992.539 eV


The lowest E belongs to which entry? C24H33Cl3F3N2O12P2S2